Entry 1:
Computed, not measured: C36H42KN3O3S2 as an isolated structure, with ωB97M-V/def2-TZVPD.

Structure (ORCA input):
```
! RIJCOSX wB97M-V def2-TZVPD def2/J DEFGRID3
* xyz -2 1
K -0.375 0.653 -0.349
C -3.351 1.444 -0.841
C -3.065 2.290 0.255
C -2.023 3.162 -0.134
C -1.673 2.866 -1.469
C -2.492 1.801 -1.906
C -2.469 1.110 -3.244
C -0.622 3.600 -2.258
C -1.399 4.235 0.718
C -3.787 2.357 1.573
C -4.406 0.376 -0.940
H -3.447 1.147 -3.744
H -2.197 0.049 -3.161
H -1.743 1.571 -3.919
H -0.954 4.602 -2.559
H -0.350 3.061 -3.170
H 0.296 3.741 -1.674
H -1.781 5.240 0.483
H -0.311 4.270 0.596
H -1.596 4.059 1.780
H -4.318 3.309 1.700
H -3.105 2.261 2.427
H -4.531 1.560 1.663
H -5.190 0.635 -1.666
H -4.899 0.205 0.021
H -3.988 -0.587 -1.261
O -1.746 -1.961 0.955
C -2.603 -1.251 1.850
C -2.506 -1.807 3.268
C -1.083 -1.651 3.819
C -0.690 -0.226 4.070
C -0.609 0.315 5.347
C -0.138 1.613 5.492
C 0.230 2.320 4.362
C 0.065 1.719 3.120
N -0.408 0.481 2.975
H -0.828 -1.683 1.129
H -3.619 -1.360 1.467
H -2.352 -0.188 1.839
H -2.759 -2.873 3.240
H -3.235 -1.302 3.911
H -0.385 -2.037 3.071
H -0.943 -2.242 4.727
H -0.867 -0.288 6.211
H -0.033 2.051 6.478
H 0.651 3.315 4.420
H 0.352 2.246 2.213
S 2.610 2.262 0.796
C 3.052 1.200 2.128
C 3.713 1.765 3.237
C 4.100 1.035 4.352
C 3.828 -0.329 4.394
C 3.179 -0.917 3.319
C 2.767 -0.203 2.174
S 1.936 -1.078 0.898
H 3.913 2.830 3.197
H 4.599 1.528 5.182
H 4.119 -0.926 5.253
H 2.960 -1.979 3.335
O -0.289 -5.284 -5.481
C -0.148 -5.503 -4.073
C -0.280 -4.194 -3.351
C -1.350 -3.939 -2.516
C -1.393 -2.718 -1.856
N -0.460 -1.782 -1.986
C 0.578 -2.021 -2.790
C 0.692 -3.215 -3.491
C 1.624 -0.954 -2.881
C 2.876 -1.203 -3.415
C 3.824 -0.185 -3.437
C 5.214 -0.461 -3.939
O 5.807 -1.590 -3.298
C 3.477 1.047 -2.922
C 2.202 1.203 -2.391
N 1.299 0.235 -2.379
H -0.089 -6.109 -5.931
H 0.835 -5.934 -3.858
H -0.912 -6.196 -3.712
H -2.132 -4.673 -2.369
H -2.207 -2.486 -1.178
H 1.529 -3.388 -4.155
H 3.151 -2.189 -3.767
H 5.835 0.428 -3.798
H 5.200 -0.695 -5.006
H 5.513 -1.585 -2.378
H 4.189 1.861 -2.878
H 1.918 2.134 -1.916
*
```

Values from the calculation:
E_HOMO in eV: -0.299
Relative energy (zero: lowest compared OMol25 entry of this formula, charge and spin) in kJ/mol: 0.0

***

Entry 2:
Computed, not measured: C36H42N4O2PReS2 as an isolated structure, with ωB97M-V/def2-TZVPD.

Structure (ORCA input):
```
! RIJCOSX wB97M-V def2-TZVPD def2/J DEFGRID3
* xyz 3 2
Re 0.290 0.408 0.528
C -0.133 0.169 3.600
N -0.898 -0.120 2.360
C -1.364 -1.530 2.463
C -2.111 0.750 2.378
C -1.821 2.056 1.721
C -2.556 3.187 2.026
C -2.343 4.357 1.308
C -1.395 4.406 0.281
C -0.663 3.284 -0.025
C -0.838 2.069 0.691
H -0.746 -0.062 4.473
H 0.127 1.226 3.623
H 0.761 -0.449 3.629
H -1.988 -1.638 3.352
H -0.513 -2.200 2.548
H -1.960 -1.780 1.588
H -2.461 0.869 3.406
H -2.901 0.241 1.822
H -3.302 3.162 2.812
H -2.920 5.242 1.545
H -1.239 5.328 -0.263
H 0.079 3.350 -0.809
O 2.769 1.254 -0.903
N 1.392 1.097 -1.119
C 1.101 1.458 -2.318
C -0.164 1.376 -3.006
C -0.209 2.094 -4.207
C -1.345 2.091 -4.999
C -2.436 1.336 -4.609
C -2.397 0.601 -3.425
C -1.280 0.622 -2.602
P -1.275 -0.454 -1.134
C -3.025 -0.489 -0.658
C -3.739 -1.669 -0.464
C -5.078 -1.619 -0.095
C -5.712 -0.397 0.067
C -5.011 0.785 -0.153
C -3.676 0.742 -0.511
C -0.809 -2.083 -1.787
C -0.882 -3.214 -0.968
C -0.620 -4.469 -1.490
C -0.225 -4.607 -2.817
C -0.101 -3.484 -3.620
C -0.406 -2.226 -3.113
H 2.800 1.475 0.052
H 1.928 1.889 -2.878
H 0.660 2.660 -4.520
H -1.367 2.658 -5.919
H -3.323 1.301 -5.227
H -3.257 0.003 -3.156
H -3.277 -2.633 -0.625
H -5.628 -2.539 0.048
H -6.756 -0.362 0.346
H -5.512 1.739 -0.056
H -3.144 1.669 -0.697
H -1.166 -3.126 0.073
H -0.738 -5.346 -0.866
H -0.027 -5.590 -3.224
H 0.202 -3.584 -4.653
H -0.346 -1.371 -3.772
O 1.963 1.426 1.592
S 2.877 1.045 2.807
C 4.567 1.435 2.269
C 5.144 2.344 3.353
C 4.027 3.324 3.694
C 2.784 2.471 3.936
H 4.464 1.977 1.326
H 5.107 0.504 2.109
H 6.040 2.839 2.984
H 5.431 1.760 4.230
H 3.857 4.013 2.865
H 4.255 3.918 4.577
H 1.834 2.966 3.737
H 2.765 2.046 4.941
C 2.380 -4.662 0.257
N 2.756 -3.562 -0.633
C 3.564 -3.685 -1.746
C 3.779 -2.441 -2.229
N 3.089 -1.579 -1.406
C 2.462 -2.270 -0.445
S 1.522 -1.669 0.884
H 2.714 -5.591 -0.194
H 1.302 -4.683 0.382
H 2.865 -4.534 1.222
H 3.922 -4.641 -2.084
H 4.362 -2.102 -3.066
H 3.138 -0.566 -1.414
*
```

Values from the calculation:
E_HOMO (spin up / spin down) in eV: -16.204 / -16.323
Expectation value of S²: 1.087
Relative energy (zero: lowest compared OMol25 entry of this formula, charge and spin) in kJ/mol: 0.0

***

Entry 3:
Computed, not measured: a 2-piece molecular cluster, C36H42N5 overall, with ωB97M-V/def2-TZVPD.

Structure (ORCA input):
```
! RIJCOSX wB97M-V def2-TZVPD def2/J DEFGRID3
* xyz 1 1
C 2.167 -3.092 -0.050
C 2.258 -1.743 0.650
C 3.373 -1.735 1.668
N 0.974 -1.519 1.403
N 0.844 -2.242 2.514
N -0.450 -2.128 2.871
C -0.878 -2.765 4.150
C -0.787 -1.739 5.260
C -0.057 -4.021 4.285
C -1.162 -1.428 1.947
C -2.590 -1.268 2.077
C -3.317 -2.396 2.524
C -4.585 -2.241 3.059
C -5.226 -1.002 2.949
C -4.620 0.052 2.232
C -3.306 -0.076 1.765
C -0.243 -0.976 0.977
C -0.388 -0.088 -0.074
H 3.166 -3.493 -0.246
H 1.633 -3.792 0.611
H 1.624 -3.035 -1.004
H 2.363 -0.914 -0.056
H 4.317 -2.040 1.206
H 3.533 -0.736 2.079
H 3.154 -2.415 2.496
H -1.932 -3.044 4.060
H -1.108 -2.197 6.200
H 0.236 -1.359 5.358
H -1.458 -0.906 5.022
H -0.099 -4.404 5.305
H -0.479 -4.798 3.644
H 0.981 -3.853 3.992
H -2.876 -3.394 2.443
H -5.086 -3.077 3.547
H -6.231 -0.864 3.356
H -5.184 0.976 2.052
H -2.823 0.710 1.172
H -1.378 0.222 -0.366
H 0.484 0.053 -0.698
C -1.864 3.722 -3.890
C -1.659 2.292 -3.624
N -2.374 1.351 -4.290
C -3.457 1.640 -5.218
C -1.842 0.071 -4.074
C -0.699 0.231 -3.248
C 0.184 -0.834 -3.113
C -0.140 -2.059 -3.712
C -1.289 -2.212 -4.517
C -2.180 -1.129 -4.696
C -0.609 1.640 -2.879
C 0.353 2.338 -2.136
C 1.489 2.119 -1.298
C 2.838 2.517 -1.623
C 3.321 3.267 -2.800
N 3.628 2.349 -0.522
C 5.023 2.731 -0.412
C 2.862 1.958 0.569
C 1.513 1.979 0.147
C 0.515 2.136 1.097
C 0.901 2.288 2.437
C 2.233 2.128 2.856
C 3.236 1.880 1.907
H -1.279 4.287 -3.167
H -1.511 4.018 -4.890
H -2.910 4.044 -3.809
H -4.109 0.759 -5.286
H -4.017 2.499 -4.826
H -3.093 1.890 -6.230
H 1.103 -0.684 -2.555
H 0.518 -2.916 -3.554
H -1.494 -3.178 -4.990
H -3.101 -1.202 -5.285
H 0.259 3.418 -2.354
H 2.491 3.349 -3.520
H 3.637 4.301 -2.530
H 4.178 2.765 -3.286
H 5.416 2.295 0.511
H 5.548 2.336 -1.288
H 5.182 3.820 -0.362
H -0.530 2.169 0.788
H 0.133 2.530 3.180
H 2.488 2.214 3.921
H 4.262 1.653 2.192
*
```

Values from the calculation:
E_HOMO in eV: -7.792

***

Entry 4:
Computed, not measured: C36H43BF4N4O4S3Ti as an isolated structure, with ωB97M-V/def2-TZVPD.

Structure (ORCA input):
```
! RIJCOSX wB97M-V def2-TZVPD def2/J DEFGRID3
* xyz 0 1
Ti 0.997 -0.009 -0.386
C 3.746 1.637 4.111
S 4.791 0.960 2.813
C 3.628 0.328 1.660
S 1.944 0.452 1.927
N 4.189 -0.164 0.607
N 3.291 -0.652 -0.333
C 3.859 -1.534 -1.073
C 3.249 -2.317 -2.151
C 3.990 -3.353 -2.707
C 3.382 -4.175 -3.640
C 2.063 -3.932 -3.982
C 1.411 -2.855 -3.396
N 1.993 -2.054 -2.511
H 4.437 2.049 4.845
H 3.146 0.860 4.578
H 3.103 2.428 3.732
H 4.896 -1.758 -0.841
H 5.006 -3.529 -2.380
H 3.923 -5.002 -4.078
H 1.540 -4.560 -4.689
H 0.380 -2.630 -3.645
N 1.973 0.844 -2.229
C 1.037 0.875 -3.360
C -0.221 0.099 -3.010
O -1.067 -0.154 -3.830
O -0.286 -0.257 -1.741
H 2.254 1.787 -1.979
H 2.808 0.334 -2.475
H 1.471 0.431 -4.254
H 0.746 1.900 -3.594
C 2.222 4.090 1.202
C 2.585 4.040 -0.285
C 3.687 3.016 -0.545
C 1.329 3.907 -1.136
C 1.059 4.923 -2.050
C -0.134 4.978 -2.746
C -1.122 4.053 -2.458
C -0.917 3.024 -1.547
C -2.092 2.185 -1.085
C -3.161 1.994 -2.156
C -2.687 2.854 0.161
C 0.360 2.899 -0.965
O 0.687 1.812 -0.213
H 3.114 4.292 1.800
H 1.803 3.138 1.528
H 1.492 4.877 1.397
H 3.001 5.014 -0.554
H 3.376 2.009 -0.277
H 4.560 3.244 0.069
H 4.012 3.032 -1.589
H 1.808 5.692 -2.202
H -0.313 5.766 -3.467
H -2.087 4.141 -2.940
H -1.739 1.200 -0.798
H -3.688 2.926 -2.377
H -3.901 1.278 -1.804
H -2.737 1.602 -3.082
H -3.035 3.863 -0.073
H -1.947 2.931 0.961
H -3.543 2.281 0.525
F 2.510 -3.845 0.072
B 1.333 -3.399 0.630
F 1.011 -2.073 -0.006
F 0.254 -4.208 0.326
F 1.449 -3.149 1.985
O -0.659 -0.409 0.790
S -1.207 -0.032 2.163
C -0.566 -1.299 3.346
C -1.499 -2.371 3.809
C -2.180 -2.224 5.016
C -3.075 -3.193 5.444
C -3.296 -4.320 4.666
C -2.609 -4.480 3.471
C -1.709 -3.515 3.044
C -2.990 -0.437 2.091
C -3.524 -0.941 0.777
C -4.734 -0.419 0.327
C -5.333 -0.908 -0.824
C -4.713 -1.912 -1.552
C -3.505 -2.432 -1.112
C -2.915 -1.962 0.050
H -0.209 -0.695 4.181
H 0.302 -1.699 2.820
H -2.006 -1.343 5.624
H -3.596 -3.068 6.384
H -3.995 -5.078 4.997
H -2.763 -5.366 2.868
H -1.156 -3.666 2.126
H -3.487 0.492 2.369
H -3.170 -1.166 2.881
H -5.215 0.376 0.885
H -6.276 -0.493 -1.157
H -5.167 -2.284 -2.461
H -3.008 -3.211 -1.677
H -1.972 -2.382 0.367
*
```

Values from the calculation:
E_HOMO in eV: -8.187
Relative energy (zero: lowest compared OMol25 entry of this formula, charge and spin) in kJ/mol: 5.7

***

Entry 5:
Computed, not measured: C36H43Cl2N2OP3PbS as an isolated structure, with ωB97M-V/def2-TZVPD.

Structure (ORCA input):
```
! RIJCOSX wB97M-V def2-TZVPD def2/J DEFGRID3
* xyz 2 1
P -0.764 -0.087 -3.115
C -2.122 0.368 -4.299
C -2.046 1.315 -5.339
H -1.131 1.886 -5.495
C -3.140 1.534 -6.185
H -3.057 2.265 -7.001
C -4.334 0.838 -5.997
H -5.182 1.007 -6.655
C -4.438 -0.079 -4.946
H -5.374 -0.623 -4.780
C -3.350 -0.308 -4.098
H -3.435 -1.011 -3.276
C 0.490 1.193 -3.604
C 0.381 2.431 -2.933
H -0.383 2.547 -2.169
C 1.234 3.488 -3.253
H 1.117 4.443 -2.733
C 2.220 3.326 -4.228
H 2.876 4.156 -4.477
C 2.360 2.098 -4.871
H 3.142 1.961 -5.630
C 1.510 1.032 -4.560
H 1.641 0.073 -5.067
C -0.071 -1.544 -4.041
C -0.422 -1.951 -5.343
H -1.196 -1.419 -5.898
C 0.216 -3.043 -5.949
H -0.063 -3.338 -6.969
C 1.199 -3.757 -5.262
H 1.702 -4.597 -5.736
C 1.529 -3.391 -3.954
H 2.291 -3.950 -3.403
C 0.887 -2.312 -3.339
H 1.114 -2.054 -2.306
Pb -1.261 -0.246 3.380
C 1.102 0.402 3.091
C 1.915 0.614 2.069
H 1.484 0.430 4.131
C 1.455 0.603 0.601
O 2.260 -0.418 -0.014
H 2.067 -0.454 -0.965
C 0.035 0.272 0.288
H 1.699 1.612 0.194
C -0.975 0.080 -0.432
Cl -0.950 0.717 5.744
Cl -3.909 0.223 3.330
P -1.876 2.748 3.295
C -3.045 3.366 4.579
H -2.610 3.139 5.561
H -3.998 2.826 4.466
H -3.180 4.448 4.435
C -0.466 3.888 3.463
H 0.248 3.706 2.651
H 0.038 3.684 4.415
H -0.832 4.920 3.431
C -2.640 3.286 1.720
H -3.565 2.712 1.572
H -1.951 3.061 0.895
H -2.851 4.359 1.776
P 3.700 0.939 2.338
C 4.005 1.399 4.045
C 4.168 2.285 1.269
H 3.662 0.596 4.713
H 3.480 2.334 4.290
H 5.088 1.547 4.182
H 3.906 2.054 0.230
H 5.251 2.456 1.339
H 3.646 3.201 1.576
C 4.617 -0.544 1.950
H 4.384 -1.324 2.687
H 5.696 -0.335 1.971
H 4.311 -0.890 0.955
H -2.065 -0.165 -0.491
N -3.262 -2.101 5.814
C -2.472 -2.907 5.136
N -1.604 -2.558 4.204
C -0.896 -3.640 3.661
C 0.089 -3.583 2.646
C 0.657 -4.783 2.197
C 0.266 -6.004 2.755
C -0.700 -6.057 3.776
C -1.268 -4.874 4.224
S -2.500 -4.635 5.473
H -3.877 -2.514 6.472
H -3.324 -1.099 5.528
H 0.366 -2.611 2.243
H 1.411 -4.751 1.402
H 0.712 -6.926 2.404
H -1.042 -6.982 4.243
*
```

Values from the calculation:
E_HOMO (spin up / spin down) in eV: -12.133 / -12.101